No. 1
{
  "formula": "C29H72CrF8N2O17S4",
  "method": "ωB97M-V/def2-TZVPD",
  "homo_lumo_gap_ha": [0.1405, 0.1983],
  "total_charge": 1,
  "s_squared": 3.795,
  "lumo_ha": [-0.2774, -0.2196],
  "spin_multiplicity": 4,
  "species": ["H", "H", "H", "H", "O", "H", "O", "C", "F", "N", "C", "H", "H", "C", "H", "H", "H", "O", "H", "H", "S", "O", "H", "H", "H", "H", "H", "H", "O", "F", "H", "H", "O", "H", "H", "H", "H", "H", "H", "C", "C", "O", "H", "C", "C", "O", "H", "H", "F", "H", "O", "C", "H", "H", "C", "C", "H", "C", "H", "O", "H", "H", "H", "H", "O", "H", "H", "H", "C", "C", "H", "C", "H", "S", "H", "C", "H", "H", "H", "H", "O", "H", "S", "H", "O", "H", "F", "O", "C", "C", "H", "H", "C", "H", "H", "H", "C", "C", "O", "H", "H", "C", "H", "O", "H", "O", "H", "C", "N", "F", "C", "C", "H", "C", "C", "C", "H", "H", "H", "H", "H", "H", "H", "F", "F", "F", "C", "S", "H", "Cr", "H", "H", "C"],
  "coordinates": [[4.024636, 3.577126, 2.667474], [-2.211007, 4.860446, -2.272543], [3.301824, 0.332742, -4.587209], [3.040063, -4.671715, 0.144405], [0.263825, -2.056943, -0.673559], [-0.650810, 5.322605, 4.940793], [5.054082, 3.309573, 5.322129], [-0.185738, 4.936610, 2.992767], [2.537027, -0.259027, 1.402904], [-3.470373, 2.205684, 0.793293], [-2.137768, -2.579463, 0.532655], [0.381776, -3.304831, -4.669169], [-4.263139, -3.269415, -5.381236], [-5.388539, 0.097500, -0.810313], [1.433521, -5.855320, -1.479182], [1.296032, 3.286319, -6.344843], [7.719028, -0.560731, 3.226161], [-0.190311, 3.814830, 2.103092], [1.177607, 4.488762, -0.043661], [7.513950, -0.856626, 1.585305], [-1.043756, -1.487420, -0.636661], [3.257011, 2.991744, -4.687109], [-1.641854, 5.720951, 1.529570], [3.772829, -4.955470, 1.651237], [-5.783508, -2.467104, -5.064553], [-5.938909, 0.332093, -2.992090], [1.410882, 5.070309, -1.788178], [-0.627377, 3.429901, 0.267675], [-1.737936, -1.643779, -1.902003], [1.707549, 0.250950, -0.516030], [-4.913763, -0.890628, 1.059806], [-1.400443, 5.561337, -0.798003], [-0.605919, 1.034941, 2.228339], [-1.830914, 4.239727, 4.225521], [0.187798, -3.955183, 3.238902], [1.761026, 3.486478, -1.354749], [2.675417, 3.004480, 5.996732], [-0.136194, 3.649521, 4.747270], [-3.495043, -2.159126, -3.685413], [2.795846, -4.987888, 1.160255], [-0.149379, -3.936318, -3.955044], [-0.123657, -1.329856, 2.034742], [0.742068, 1.670180, -6.414045], [1.863410, -4.050440, 1.919229], [-5.636721, -0.946107, 0.249300], [-0.973687, 2.970546, -0.535312], [4.197248, 1.879347, 2.429742], [2.501902, -6.035372, 1.095414], [-2.994491, -3.182353, -0.264008], [-5.652977, -1.947174, -0.180152], [1.889139, -5.088782, -3.801585], [1.064504, 4.293612, -1.109102], [0.132161, -4.865999, -1.003420], [-6.588838, -0.753593, 0.750318], [-4.908593, -3.434761, -3.283445], [0.573896, -5.323038, -1.894038], [-0.694764, 5.799219, -2.342151], [2.806372, 2.958847, 4.917181], [7.143035, -2.822479, 3.785094], [-5.383173, 1.407563, 2.370971], [-7.203588, 0.366149, -1.876932], [-6.572018, -1.187738, -2.137980], [6.713370, -3.314772, 2.230800], [1.265908, -3.517419, 1.173217], [4.883168, -1.551695, 1.691260], [-0.880194, -3.253354, -3.520314], [1.229651, -5.247703, 3.678590], [-5.885914, -3.535405, -2.810206], [0.844219, -4.714365, 2.803659], [1.603003, 0.413289, 0.794249], [0.185782, -5.404986, 2.275685], [2.401486, 0.784494, -4.171631], [2.624753, -3.283353, 3.572895], [-0.220402, -0.070283, 1.376201], [5.175581, -1.058569, 3.637172], [4.195068, 2.429386, 4.555228], [-0.662003, -4.802651, -4.367497], [5.598692, 2.650272, 2.898625], [-5.497703, 1.123286, -0.464697], [0.848436, 5.237766, 3.176272], [-3.961170, -0.084637, -1.168032], [2.386296, 0.832311, -3.082870], [-4.012421, 1.831471, 2.266363], [-4.240198, -5.466150, -3.505838], [-4.207533, -2.189883, -3.041132], [-1.870392, 6.344934, 3.164880], [-1.416561, -3.534041, 1.098054], [-4.147860, 4.583849, 1.833391], [6.282558, -2.836348, 3.111783], [-1.274111, 5.076590, -1.767290], [3.897712, 2.666383, -5.327200], [-0.224956, 3.322251, -2.478164], [-1.124904, 6.037501, 2.431712], [-3.882636, -0.866563, -1.767468], [6.700387, 0.527342, 2.333186], [2.619444, 3.895899, 4.398824], [-0.354638, 3.853886, -1.533597], [-0.766613, 4.428437, 4.318265], [-3.324155, 2.440291, 3.372713], [1.614362, 0.065287, -4.421498], [-0.050410, -6.129008, -2.286221], [6.942732, -0.528738, 2.456727], [-5.694873, -4.233259, -5.059094], [2.578476, -3.057374, 2.638426], [1.364113, 2.638919, -4.067973], [-5.740916, 3.548991, 0.239934], [5.003997, 3.057473, 6.248553], [-5.167802, -3.314840, -4.768469], [-1.218496, 0.071198, -0.120508], [-3.240494, 0.434253, 2.225036], [4.524697, 2.701424, 3.077407], [-6.255984, -0.150760, -2.070779], [-0.222213, 3.007790, 2.628483], [0.969338, -4.368046, -3.000418], [-3.927178, -4.559079, -2.978817], [5.776049, -1.436480, 2.802299], [2.472944, 2.112852, -6.817994], [2.773379, -5.173054, -3.441467], [4.447054, 1.395838, 4.794538], [4.112864, -2.027095, 2.038295], [-3.907157, -4.847961, -1.929740], [-2.952440, -4.324105, -3.404683], [-0.528241, 6.939762, 2.284447], [1.670435, 1.712931, 0.992321], [-2.724685, -1.886338, 1.493533], [-3.626047, 4.248307, -0.422043], [1.621556, 2.261332, -6.151887], [-4.424634, 3.612263, 0.804041], [5.427560, -3.395044, 3.492740], [-2.439564, 1.497785, -0.649276], [1.480987, -3.511650, -2.547391], [2.047697, 2.242922, 4.570897], [2.101471, 2.160629, -4.721067]],
  "atomic_forces_ev_per_a": [[0.42, 0.35, 0.26], [-0.03, -0.02, 0.13], [0.25, 0.27, 0.25], [-0.38, 0.27, -0.01], [0.27, 1.11, 1.16], [-0.19, -0.31, 0.52], [0.71, -0.36, -0.38], [-1.67, -0.81, 0.66], [-0.80, 0.28, 0.28], [-2.47, 2.69, 0.99], [0.90, -0.53, 0.31], [-0.30, -0.44, -0.64], [0.20, -0.08, 0.28], [-0.03, -1.07, -1.13], [0.30, 0.24, -0.25], [0.19, 0.11, 0.15], [-0.33, -0.03, 0.37], [0.14, -0.19, -1.26], [-0.13, 0.49, -0.08], [-0.53, -0.15, -0.31], [-2.31, -3.08, -3.53], [0.12, 0.39, 0.98], [0.15, 0.03, -0.07], [-0.06, -0.23, 0.19], [-0.09, 0.07, 0.37], [0.55, -0.45, -0.02], [-0.28, 0.46, 0.42], [-0.64, -0.74, 1.36], [0.05, 1.39, 0.91], [-0.06, -0.45, -0.33], [0.17, -0.05, -0.20], [-0.48, 0.00, -0.04], [-0.09, -0.48, -1.37], [0.07, -0.51, 0.04], [0.01, 0.13, -0.16], [-0.07, -0.20, 0.31], [0.05, 0.35, -0.01], [-0.37, -0.26, 0.02], [0.12, -0.08, 0.06], [1.18, -0.10, 0.14], [0.76, 0.74, 0.62], [-0.59, -0.33, -1.15], [0.33, -0.47, 0.00], [-0.78, -0.34, -0.86], [-0.71, 0.42, 0.75], [-0.04, -0.37, -0.30], [-0.40, -0.16, 0.29], [-0.34, 0.09, 0.20], [-0.60, 0.42, 0.04], [0.08, 0.01, -0.02], [0.10, -0.09, -1.42], [-0.05, -1.45, -0.50], [-0.43, 0.17, -0.29], [-0.15, -0.12, -0.25], [1.57, 0.60, -1.86], [-0.30, -0.49, 0.76], [-0.17, -0.11, -0.30], [-0.63, -1.99, -0.58], [-0.44, -0.01, 0.56], [0.99, 1.65, -0.93], [-0.02, 0.03, 0.20], [0.56, -0.13, -0.47], [-0.50, 0.08, -0.30], [0.20, 0.23, 0.06], [0.01, 0.43, 0.03], [0.01, -0.27, 0.47], [0.45, -0.14, -0.24], [0.36, 0.53, 0.68], [-0.70, -0.14, 0.92], [-0.66, 0.01, -1.27], [0.22, -0.03, -0.20], [-0.83, -0.58, -0.08], [-0.05, -0.19, -0.05], [1.49, 3.23, 2.56], [0.39, 0.19, 0.25], [0.39, 2.22, -0.10], [0.21, 0.05, -0.32], [0.06, 0.69, 0.24], [0.04, -0.10, 0.06], [-0.09, 0.31, -0.35], [1.24, 2.12, 0.20], [0.63, -0.11, 0.01], [2.23, -6.25, 5.86], [-0.13, 0.01, 0.01], [-0.64, 0.88, 1.73], [-0.11, -0.32, 0.02], [0.37, 0.22, -0.15], [-0.22, -2.35, -0.49], [0.40, 0.14, 0.24], [1.25, -0.23, 0.49], [-0.03, -0.09, 0.01], [-0.32, -0.42, 0.18], [1.20, 0.36, 0.57], [0.24, -0.20, -0.23], [-0.28, -0.10, -0.14], [0.16, 0.21, 0.35], [0.04, 1.53, -1.53], [0.88, 1.80, -0.05], [-1.23, 0.37, -1.79], [-0.20, 0.17, -0.12], [-0.28, 0.19, 0.04], [0.59, 0.36, 0.19], [0.00, 0.21, -0.37], [0.32, 0.49, 0.13], [0.10, 0.10, 0.04], [1.05, -1.37, 0.97], [-0.03, 0.00, 0.01], [-0.91, -1.54, -0.82], [1.86, -1.18, 1.92], [-0.41, -0.06, -0.24], [-0.14, -1.32, -0.20], [-1.07, 1.03, 1.27], [0.04, -0.08, -0.13], [0.31, -0.55, 0.73], [-0.98, -0.88, -0.36], [0.45, -0.43, -0.74], [-0.25, -0.49, -0.20], [-0.11, 0.21, 0.45], [-0.48, -0.12, 0.14], [-0.06, -0.13, -0.30], [0.36, 0.34, 0.05], [0.10, 0.13, 0.40], [-0.16, 0.03, -0.54], [0.22, 0.28, 0.82], [-0.31, 0.03, -0.53], [0.36, -0.55, -0.31], [-0.71, 0.37, -0.31], [-0.66, 5.89, -3.69], [0.37, -0.46, 0.12], [0.66, -1.47, 0.05], [-0.23, 0.23, -0.18], [-0.14, 0.09, -0.08], [0.35, 0.32, -0.69]]
}

---

No. 2
{
  "formula": "C47H42Cl2CrF4N2O4S",
  "method": "ωB97M-V/def2-TZVPD",
  "de_lowest_kcal_mol": 0.0,
  "homo_lumo_gap_ha": [0.2624, 0.2650],
  "total_charge": -1,
  "s_squared": 0.771,
  "lumo_ha": [0.0909, 0.0911],
  "spin_multiplicity": 2,
  "species": ["H", "H", "C", "C", "H", "H", "H", "C", "H", "H", "C", "C", "H", "C", "H", "Cr", "O", "H", "N", "C", "H", "S", "C", "C", "C", "H", "F", "C", "C", "H", "H", "C", "C", "H", "N", "C", "C", "H", "H", "C", "H", "C", "H", "C", "C", "H", "C", "C", "H", "C", "H", "H", "O", "C", "C", "H", "C", "H", "C", "C", "C", "C", "C", "H", "F", "H", "H", "C", "C", "H", "H", "C", "H", "Cl", "O", "C", "C", "H", "C", "C", "C", "Cl", "H", "C", "H", "C", "H", "F", "C", "H", "H", "H", "C", "O", "C", "H", "H", "F", "H", "C", "C", "C", "H"],
  "coordinates": [[3.585378, 3.265368, -3.445869], [2.562268, -1.313939, -0.406593], [0.442193, 6.495285, -0.729720], [0.512857, -2.450731, -3.826781], [-4.899707, 1.330947, -4.256307], [-0.989483, 4.981988, -3.401630], [4.042339, -0.573000, -1.635451], [5.760066, 0.700793, -1.569621], [1.248853, 4.943012, -4.899865], [-0.492223, 1.116327, -3.527512], [1.644412, -2.911028, -4.672140], [0.802988, -2.304874, -2.352837], [-2.793146, 3.974783, -0.667716], [-0.160870, 2.132675, -3.307911], [2.312339, 0.687026, 3.644258], [0.099884, 0.531462, -0.016115], [1.674449, 0.661011, -1.362975], [-6.312998, 2.634734, -2.696630], [1.728518, 0.316761, 1.641067], [-2.450581, 2.704540, -2.361819], [3.714745, 1.042277, 1.847375], [-1.550154, 1.567148, 1.538794], [0.765028, -1.070035, -3.255287], [-3.252896, 3.418053, -1.474213], [-1.936729, -0.135200, 3.752627], [1.643366, 3.049293, -2.605986], [-2.073866, -1.228568, -0.331530], [-1.930215, 2.205197, 4.170217], [-2.271670, -2.028679, -2.489433], [1.486175, -1.615879, 2.402487], [-5.240785, 3.941298, -0.882127], [4.446199, 0.399554, -1.882140], [3.615966, 1.323828, -2.519641], [1.075228, 1.786917, 2.995137], [0.489153, -1.448858, -0.059633], [4.167486, 2.544567, -2.888015], [6.278528, 1.950125, -1.886357], [0.154207, 0.993685, -6.112845], [-2.464615, 1.373507, -4.048923], [-0.066484, -1.985314, -1.179290], [-2.929103, -2.558996, -4.373038], [5.485604, 2.856310, -2.568657], [0.083444, 4.770182, -6.229700], [0.970594, 4.340230, -5.764492], [-1.799268, 1.168575, 3.221137], [1.259830, 1.937154, -7.125840], [-0.809259, -2.980130, -4.337610], [0.131870, 4.143719, -0.334858], [-0.747275, -4.076876, -4.304739], [2.728570, -2.158303, -4.886888], [-2.469119, 0.499382, 7.030986], [0.646218, 0.133708, 3.434526], [-0.838676, 1.657421, -1.058762], [-4.632575, 3.396283, -1.593666], [2.109669, -1.108001, 1.666451], [0.768587, 7.470189, -0.388102], [-1.425062, -1.848317, -1.357890], [-0.172803, 7.193065, -2.662543], [1.974044, -0.293168, -3.524984], [0.380928, 1.994078, -6.484290], [-0.941848, 2.606853, -2.061914], [-3.061722, 1.953660, -3.357807], [1.421271, 0.753720, 3.004814], [1.794055, 4.322651, -6.477557], [-3.550711, -1.677856, -2.229229], [3.851406, -0.328688, -4.492422], [5.887887, 3.823163, -2.846751], [0.546587, 5.393390, 0.104180], [2.852114, 1.144395, 1.173928], [2.043283, -2.818082, 0.377372], [2.545940, 2.191643, 1.159404], [-0.421985, 3.979816, -1.598956], [0.942095, 5.503346, 1.106734], [-1.757735, -1.494342, 2.703577], [1.757453, 2.397995, -4.572950], [-2.172204, 1.980680, 5.512608], [2.926264, -0.851899, -4.287646], [3.505221, -2.531302, -5.544837], [1.863706, -1.741529, 0.313064], [-0.541773, 5.097379, -2.425312], [-5.234075, 2.658684, -2.603541], [-1.740012, 3.845897, 3.645722], [0.217904, 3.286115, 0.315375], [2.114923, 0.963969, -2.640979], [-2.253669, 2.817994, 6.192058], [1.364960, 2.183087, -3.219748], [3.161491, -1.222062, 1.959526], [-0.879621, -2.680212, -5.719352], [-0.092510, 6.338484, -2.000684], [7.294755, 2.206395, -1.612238], [3.132587, 0.861498, 0.167481], [6.371463, -0.037644, -1.064637], [0.665360, 2.919281, -5.305697], [-0.439518, 2.962239, -4.426948], [-2.172937, -0.372802, 5.094986], [-0.470193, 2.372727, -7.049927], [1.523940, -3.862932, -5.175408], [2.023975, -2.841138, -2.030279], [-0.112475, -0.495419, -3.012322], [-2.064131, -2.499677, -3.726062], [-4.444052, 1.934963, -3.481131], [-2.293022, 0.683787, 5.979625], [-2.254965, -1.393394, 5.444387]],
  "atomic_forces_ev_per_a": [[-0.02, 0.00, 0.08], [0.05, -0.06, -0.02], [0.05, 0.01, 0.06], [-0.20, -0.04, -0.01], [-0.01, 0.03, -0.01], [-0.03, 0.06, 0.00], [-0.01, -0.02, 0.06], [-0.09, -0.04, 0.04], [0.00, 0.02, -0.01], [-0.06, 0.09, -0.02], [0.10, 0.01, 0.00], [0.08, 0.35, -0.23], [0.02, -0.02, 0.03], [0.05, -0.38, 0.09], [0.04, -0.04, -0.07], [1.36, -0.42, -0.45], [-0.83, -0.07, 0.66], [0.00, 0.00, 0.01], [-0.05, 0.10, -0.22], [0.05, -0.09, 0.16], [-0.07, -0.04, 0.07], [0.13, -0.37, -0.36], [-0.02, -0.05, 0.07], [-0.02, -0.01, -0.06], [0.08, 0.49, -0.15], [0.01, -0.04, -0.02], [-0.12, -0.10, 0.00], [0.09, -0.28, -0.23], [-0.24, -0.38, -0.66], [-0.06, 0.07, 0.06], [0.01, 0.02, -0.01], [0.02, 0.00, -0.11], [-0.04, 0.01, 0.17], [-0.02, -0.02, -0.03], [-0.07, 0.60, 0.43], [-0.02, 0.02, -0.06], [0.08, 0.01, -0.06], [-0.01, -0.02, -0.03], [-0.04, -0.01, -0.01], [-0.81, -0.19, -0.48], [-0.04, 0.00, 0.03], [0.05, 0.01, 0.05], [0.03, 0.04, -0.05], [-0.05, -0.19, 0.20], [0.15, -0.18, 0.33], [-0.01, -0.02, -0.04], [0.03, 0.01, -0.01], [0.02, -0.10, -0.12], [0.03, 0.04, 0.02], [-0.07, -0.23, -0.13], [-0.02, -0.01, 0.00], [-0.17, -0.09, 0.02], [-0.08, 0.17, -0.10], [0.00, 0.04, 0.02], [-0.19, -0.23, -0.18], [0.00, 0.00, -0.02], [0.71, 0.08, 0.84], [-0.04, 0.00, 0.01], [0.27, -0.30, 0.11], [0.00, 0.01, 0.28], [-0.07, 0.32, -0.28], [0.06, 0.05, -0.02], [-0.11, 0.18, 0.10], [-0.01, 0.06, -0.03], [-0.01, 0.00, 0.11], [0.03, -0.02, 0.09], [-0.02, 0.00, -0.01], [0.02, 0.04, -0.02], [0.17, 0.06, -0.04], [0.06, 0.01, 0.03], [-0.03, -0.02, -0.04], [-0.05, -0.08, 0.10], [0.02, -0.01, -0.01], [0.03, -0.11, -0.04], [0.04, -0.05, 0.02], [-0.03, 0.02, 0.11], [-0.14, 0.36, 0.02], [-0.01, -0.03, 0.01], [0.03, 0.02, 0.04], [0.02, -0.05, 0.04], [-0.04, -0.03, -0.01], [-0.02, 0.25, 0.11], [-0.05, 0.02, 0.08], [0.10, 0.28, -0.27], [0.01, 0.05, -0.05], [-0.13, 0.07, 0.22], [-0.01, 0.04, 0.06], [-0.03, 0.03, 0.02], [-0.04, 0.03, -0.07], [0.01, -0.01, -0.04], [0.01, 0.01, 0.04], [0.02, 0.02, 0.01], [0.04, 0.13, -0.44], [0.04, 0.07, 0.08], [-0.01, -0.13, 0.07], [0.01, -0.02, -0.05], [0.02, 0.00, -0.03], [-0.02, 0.06, 0.15], [-0.01, -0.07, 0.05], [0.11, 0.21, 0.04], [0.00, -0.05, -0.04], [0.00, 0.03, 0.03], [0.00, -0.01, -0.05]]
}